The following is a quantum chemistry calculation of 2 unconnected molecules or ions with the total composition C2H7NS2, from OMol25.

Results
LUMO (alpha / beta) = 3.588 / 3.554 eV
Multiplicity = 2
ΔE to the lowest compared entry with this formula, charge and spin = 33.16 kcal per mole
E_HOMO (alpha / beta) = -1.4 / -3.1 eV
Net charge = -1

Each line ends with the Löwdin spin population.
CARTESIAN COORDINATES (ANGSTROEM)
C1 -2.84 0.01 -1.38  0.0004
N1 -2.71 1.28 -1.54  0.0007
H1 -2.03 -0.50 -0.84  0.0005
H2 -3.26 -0.50 -2.25  0.0000
H3 -1.85 1.42 -0.94  0.0021
C2 2.00 -1.22 0.34  0.0215
S1 2.93 -0.11 1.64  0.5062
S2 0.85 1.14 2.09  0.4170
H4 2.92 -1.74 0.12  0.0182
H5 1.15 -1.70 0.82  -0.0001
H6 1.72 -0.55 -0.46  0.0002
H7 1.11 2.48 2.39  0.0333

---

The following is a quantum chemistry calculation of a molecular structure, C25H54AlBrClNO5PSi, from OMol25.

Results
LUMO = 2.150 eV
E_HOMO = -5.7 eV
Net charge = -1

Each line ends with the Löwdin charge.
CARTESIAN COORDINATES (ANGSTROEM)
C1 10.59 -0.50 -0.30  -0.1164
C2 10.55 -2.08 -0.21  -0.2416
C3 9.80 -2.53 1.12  -0.2229
C4 8.65 -3.55 0.84  -0.2232
C5 7.49 -2.99 -0.07  -0.2080
C6 6.83 -1.74 0.63  -0.2064
C7 5.70 -1.05 -0.26  -0.1784
C8 6.26 0.33 -0.76  -0.1997
C9 5.22 1.53 -0.84  -0.2094
C10 3.71 1.12 -0.82  -0.2003
C11 3.20 1.19 0.69  -0.2177
C12 1.67 1.61 0.77  -0.2049
C13 0.82 0.36 0.33  -0.2017
C14 -0.73 0.57 0.67  -0.1768
C15 -1.44 1.35 -0.48  -0.1488
C16 -2.86 1.94 -0.05  -0.4637
C17 -2.59 2.93 1.14  -0.1220
C18 -2.94 2.31 2.55  -0.2530
C19 -4.19 3.02 3.15  -0.5796
Cl1 -4.44 2.67 4.92  0.4622
O1 -3.67 0.80 0.18  -0.1494
Al1 -5.29 1.08 -0.65  -0.0598
Br1 -6.97 2.34 0.56  0.2082
C20 -6.33 -0.54 -1.35  -0.2062
C21 -6.25 -1.72 -0.32  -0.3447
O2 -6.67 -2.95 -0.95  -0.2534
Si1 -8.26 -3.41 -0.52  0.4402
C22 -9.53 -1.99 -0.53  -0.1778
C23 -8.83 -4.69 -1.82  -0.1887
C24 -8.39 -4.26 1.18  -0.1854
O3 -4.67 2.22 -1.97  -0.2131
C25 -3.39 2.58 -1.45  -0.3693
P1 -3.39 4.45 -1.64  0.6750
N1 -4.45 5.16 -0.67  -0.1857
O4 -3.79 4.82 -3.23  -0.1984
O5 -1.81 5.06 -1.42  -0.2067
H1 9.66 -0.14 -0.79  0.0603
H2 11.50 -0.22 -0.88  0.0662
H3 10.71 -0.07 0.72  0.0709
H4 10.12 -2.55 -1.12  0.0951
H5 11.61 -2.43 -0.12  0.0932
H6 9.47 -1.62 1.68  0.0882
H7 10.55 -3.03 1.79  0.1036
H8 9.08 -4.45 0.34  0.1056
H9 8.23 -3.90 1.82  0.1086
H10 7.84 -2.68 -1.08  0.1031
H11 6.69 -3.77 -0.10  0.1134
H12 7.58 -1.01 1.00  0.0837
H13 6.33 -2.14 1.55  0.1107
H14 4.81 -0.99 0.39  0.0852
H15 5.56 -1.70 -1.15  0.1082
H16 6.66 0.18 -1.80  0.1053
H17 7.14 0.70 -0.17  0.0932
H18 5.50 2.27 -0.05  0.0991
H19 5.40 2.06 -1.81  0.0997
H20 3.08 1.87 -1.37  0.1073
H21 3.49 0.11 -1.22  0.1056
H22 3.84 1.91 1.26  0.1011
H23 3.28 0.22 1.23  0.0903
H24 1.48 2.48 0.10  0.1040
H25 1.44 1.87 1.84  0.1083
H26 0.90 0.31 -0.79  0.1042
H27 1.18 -0.60 0.75  0.1059
H28 -0.76 1.06 1.66  0.0936
H29 -1.18 -0.45 0.77  0.1171
H30 -1.63 0.63 -1.31  0.1280
H31 -0.82 2.18 -0.90  0.1124
H32 -1.50 3.17 1.13  0.1128
H33 -3.14 3.89 1.07  0.0805
H34 -2.07 2.54 3.22  0.0975
H35 -3.01 1.20 2.52  0.1068
H36 -5.08 2.77 2.52  0.0017
H37 -4.03 4.12 3.04  0.0767
H38 -7.40 -0.19 -1.43  0.0374
H39 -6.02 -0.84 -2.38  0.0662
H40 -6.84 -1.49 0.61  0.1024
H41 -5.19 -1.86 0.01  0.1073
H42 -10.49 -2.39 -0.12  0.0342
H43 -9.22 -1.10 0.05  0.0348
H44 -9.75 -1.69 -1.59  0.0406
H45 -8.13 -5.55 -1.88  0.0277
H46 -8.87 -4.16 -2.80  0.0319
H47 -9.88 -5.04 -1.62  0.0307
H48 -8.03 -3.56 1.97  0.0292
H49 -7.87 -5.24 1.23  0.0277
H50 -9.48 -4.43 1.37  0.0302
H51 -2.65 2.25 -2.23  0.1103
H52 -3.93 5.82 -0.08  -0.0289
H53 -4.43 5.54 -3.11  0.0510
H54 -1.31 4.69 -2.17  0.0477

---

The following is a quantum chemistry calculation of a molecular structure, C48H127N12O4, from OMol25.

Results
LUMO = -9.256 eV
ΔE to the lowest compared entry with this formula, charge and spin = 1621.34 kcal per mole
E_HOMO = -13.8 eV
Net charge = +3

Each line ends with the Löwdin charge.
CARTESIAN COORDINATES (ANGSTROEM)
N1 -0.44 -4.39 0.44  0.1650
H1 -0.22 -4.23 1.41  0.1106
H2 -1.44 -4.53 0.43  -0.0470
H3 0.00 -5.18 -0.01  0.1341
H4 -0.16 -3.58 -0.08  -0.0644
N2 -2.32 0.97 2.48  0.2286
H5 -3.20 1.01 1.98  -0.3106
H6 -1.56 0.96 1.82  0.0349
H7 -2.21 0.15 3.06  0.1100
H8 -2.27 1.70 3.17  0.1380
N3 -1.27 -2.24 2.83  0.3022
H9 -2.05 -2.64 3.33  0.1631
H10 -1.23 -1.28 3.14  0.1009
H11 -1.31 -2.35 1.82  -0.1156
H12 -0.45 -2.77 3.09  0.1556
N4 2.57 -2.82 -0.62  0.1765
H13 1.57 -2.77 -0.74  -0.3150
H14 2.91 -3.41 0.13  0.1770
H15 3.01 -1.95 -0.38  0.0955
H16 2.95 -3.25 -1.45  0.1553
N5 -0.43 2.84 -0.58  0.1462
H17 -0.25 1.88 -0.34  0.0363
H18 -0.95 2.80 -1.45  -0.2853
H19 0.42 3.37 -0.47  -0.1264
H20 -1.05 3.30 0.07  0.1301
C1 1.06 -0.86 -0.44  -0.2001
C2 0.32 -2.03 -0.13  -0.0228
C3 -1.18 -1.97 0.52  -0.2130
O1 -1.70 -3.02 0.91  -0.1003
C4 -1.71 -0.67 0.65  -0.0432
C5 -0.97 0.42 0.30  -0.2676
C6 0.46 0.33 -0.25  -0.2855
O2 1.15 1.40 -0.44  -0.1648
O3 -1.61 1.57 0.43  -0.1696
O4 0.84 -3.13 -0.45  0.1115
H21 2.00 -0.94 -0.96  -0.0307
H22 -2.75 -0.56 0.89  -0.0624
C7 1.46 3.15 3.93  -0.0368
C8 0.91 1.74 4.41  -0.1988
N6 1.81 0.58 4.40  -0.1095
C9 2.00 0.22 2.99  -0.2422
C10 0.78 0.01 2.04  -0.0566
C11 3.14 1.00 5.03  -0.1954
C12 3.99 -0.21 5.31  -0.0914
H23 2.22 3.09 3.14  0.0160
H24 1.85 3.69 4.79  0.0935
H25 0.69 3.78 3.48  0.0821
H26 0.58 1.75 5.45  0.1142
H27 -0.10 1.56 4.02  0.0752
H28 2.50 1.07 2.55  0.0508
H29 2.68 -0.63 2.97  0.1207
H30 1.10 -0.24 1.03  0.0369
H31 0.33 -0.91 2.41  0.0983
H32 0.05 0.82 2.04  0.0728
H33 2.92 1.50 5.97  0.1383
H34 3.66 1.62 4.30  0.0789
H35 3.38 -0.75 6.03  0.0954
H36 4.89 0.07 5.86  0.1022
H37 4.30 -0.80 4.44  0.0583
C13 -4.89 1.32 3.86  -0.0623
C14 -5.02 0.65 2.56  -0.1474
N7 -4.01 0.94 1.51  -0.1056
C15 -3.84 -0.11 0.54  -0.2231
C16 -5.05 -0.48 -0.26  0.0138
C17 -4.08 2.28 0.99  -0.1591
C18 -5.44 2.90 0.63  -0.0241
H38 -4.68 2.40 3.84  0.0943
H39 -4.06 1.03 4.50  0.0786
H40 -5.79 1.15 4.45  0.1112
H41 -4.89 -0.42 2.74  0.1431
H42 -6.01 0.88 2.18  0.1346
H43 -3.58 -1.05 1.03  0.1504
H44 -2.97 0.07 -0.09  0.1240
H45 -5.91 -0.63 0.39  0.0995
H46 -4.98 -1.31 -0.96  0.0790
H47 -5.36 0.41 -0.80  0.0852
H48 -3.81 2.96 1.79  0.1394
H49 -3.29 2.57 0.29  0.0702
H50 -6.07 2.30 -0.03  0.0764
H51 -6.05 3.03 1.52  0.0815
H52 -5.34 3.90 0.22  0.0915
C19 3.07 0.04 -0.67  -0.0796
C20 3.14 0.23 0.84  -0.2086
N8 4.58 0.42 1.24  -0.0579
C21 4.68 0.64 2.74  -0.2872
C22 6.04 0.33 3.28  -0.0593
C23 5.34 1.41 0.41  -0.1659
C24 4.78 2.83 0.46  -0.1032
H53 3.38 0.92 -1.23  0.1219
H54 2.05 -0.18 -0.98  -0.0381
H55 3.66 -0.72 -1.19  0.1240
H56 2.50 1.03 1.24  -0.0071
H57 2.71 -0.64 1.33  0.1123
H58 4.36 1.61 3.11  0.0916
H59 4.08 -0.09 3.28  0.0313
H60 6.61 1.23 3.55  0.0965
H61 5.91 -0.24 4.20  0.0515
H62 6.62 -0.23 2.55  0.0942
H63 5.41 1.13 -0.64  0.1111
H64 6.33 1.35 0.87  0.1156
H65 3.81 2.88 -0.04  0.0050
H66 5.40 3.51 -0.13  0.0937
H67 4.71 3.21 1.47  0.1009
C25 -0.69 -6.44 2.22  -0.0584
C26 -2.14 -6.01 1.97  -0.1858
N9 -2.42 -5.41 0.64  -0.2496
C27 -3.77 -4.85 0.65  -0.1611
C28 -3.90 -3.67 -0.39  -0.0250
C29 -2.10 -6.31 -0.49  -0.1702
C30 -2.97 -7.64 -0.67  -0.0323
H68 -0.31 -6.99 1.37  0.0828
H69 -0.62 -7.14 3.05  0.1007
H70 -0.02 -5.60 2.44  0.0561
H71 -2.68 -6.95 2.03  0.1226
H72 -2.54 -5.43 2.80  0.1183
H73 -4.43 -5.71 0.53  0.1163
H74 -4.08 -4.50 1.64  0.1122
H75 -4.81 -3.07 -0.41  0.0526
H76 -3.14 -2.91 -0.19  0.0498
H77 -3.98 -4.06 -1.41  0.0892
H78 -1.05 -6.60 -0.46  0.0952
H79 -2.21 -5.79 -1.45  0.1214
H80 -2.98 -8.28 0.22  0.0698
H81 -2.63 -8.21 -1.53  0.0864
H82 -4.04 -7.46 -0.71  0.0682
C31 -2.42 4.84 -1.57  -0.0321
C32 -2.57 3.33 -1.65  -0.1530
N10 -1.37 2.66 -2.29  -0.0586
C33 -1.10 3.27 -3.66  -0.1623
C34 -2.05 2.99 -4.81  -0.0595
C35 -1.62 1.17 -2.31  -0.0610
C36 -0.35 0.37 -2.84  -0.0178
H83 -2.67 5.31 -2.52  0.0958
H84 -1.42 5.21 -1.32  0.0181
H85 -3.09 5.38 -0.91  0.1022
H86 -2.64 2.93 -0.63  0.0551
H87 -3.48 3.05 -2.18  0.1406
H88 -0.99 4.36 -3.67  0.1200
H89 -0.16 2.81 -3.97  0.1070
H90 -1.74 3.37 -5.79  0.0990
H91 -2.29 1.93 -4.87  0.0708
H92 -2.97 3.50 -4.53  0.0770
H93 -2.50 0.90 -2.90  0.1309
H94 -1.78 0.84 -1.28  0.0813
H95 0.54 0.59 -2.25  0.0896
H96 -0.15 0.46 -3.90  0.0977
H97 -0.63 -0.66 -2.60  0.0832
C37 -0.52 -2.88 -6.20  -0.0675
C38 0.45 -3.59 -5.17  -0.1892
N11 1.47 -2.64 -4.63  -0.1917
C39 0.93 -1.87 -3.56  -0.2240
C40 2.05 -1.49 -2.55  -0.0415
C41 2.13 -1.80 -5.58  -0.2666
C42 2.84 -2.66 -6.62  -0.0523
H98 -1.46 -3.43 -6.25  0.0709
H99 -0.07 -2.85 -7.20  0.0741
H100 -0.77 -1.85 -5.95  0.0596
H101 -0.06 -4.02 -4.31  0.0961
H102 0.89 -4.40 -5.76  0.1006
H103 0.07 -2.37 -3.10  0.1162
H104 0.54 -0.91 -3.92  0.0523
H105 1.63 -0.87 -1.76  -0.0163
H106 2.93 -1.03 -2.99  0.1269
H107 2.50 -2.34 -2.04  0.0463
H108 1.36 -1.25 -6.13  0.0998
H109 2.73 -1.02 -5.10  0.1154
H110 2.18 -3.47 -6.93  0.0612
H111 3.10 -2.05 -7.49  0.0866
H112 3.73 -3.03 -6.12  0.0829
C43 3.66 3.76 -1.64  -0.1067
C44 2.22 3.26 -1.46  -0.1549
N12 1.35 4.05 -0.55  -0.1650
C45 1.35 5.52 -0.82  -0.1554
C46 0.12 6.29 -0.28  -0.0437
C47 1.75 3.93 0.83  -0.1053
C48 1.75 2.45 1.38  -0.1003
H113 3.72 4.49 -2.45  0.0944
H114 4.43 3.04 -1.90  0.0941
H115 4.09 4.25 -0.77  0.0493
H116 1.84 3.35 -2.47  0.1289
H117 2.18 2.21 -1.18  0.0670
H118 2.31 6.01 -0.65  0.1305
H119 1.18 5.61 -1.89  0.1205
H120 0.23 6.28 0.81  0.0768
H121 -0.02 7.28 -0.71  0.1025
H122 -0.81 5.78 -0.54  0.0031
H123 1.04 4.44 1.47  0.1149
H124 2.75 4.35 0.90  0.1256
H125 2.41 1.79 0.83  0.0360
H126 0.80 1.92 1.48  0.0969
H127 2.27 2.51 2.34  0.0238

---

The following is a quantum chemistry calculation of C4H8N2O in the gas phase, from OMol25.

Results
LUMO = 0.575 eV
SMILES = O[C@@H]1CN=CNC1
ΔE to the lowest compared entry with this formula, charge and spin = 79.16 kcal per mole
E_HOMO = -8.7 eV
Net charge = 0

Each line ends with the Löwdin charge.
CARTESIAN COORDINATES (ANGSTROEM)
C1 1.05 0.44 -0.03  -0.3242
C2 -0.19 0.63 -1.00  -0.1345
C3 -1.37 -0.88 0.45  -0.2445
C4 0.45 0.27 1.37  -0.2531
H1 1.18 -1.60 -0.59  0.2017
H2 1.73 1.28 0.07  0.1306
H3 0.17 0.22 -2.04  0.1426
H4 -0.24 1.68 -1.23  0.0993
H5 -2.04 -0.29 -1.44  0.1584
H6 -2.09 -1.63 0.37  0.0962
H7 0.01 1.27 1.49  0.1034
H8 1.26 0.37 2.21  0.1398
N1 -1.41 -0.13 -0.62  0.0107
N2 -0.43 -0.90 1.44  0.0301
O1 1.93 -0.73 -0.45  -0.1566

---

The following is a quantum chemistry calculation of a gas-phase ion, C2H7N2 (charge +1), from OMol25.

Results
LUMO = -4.449 eV
SMILES = N/C=C\[NH3+]
ΔE to the lowest compared entry with this formula, charge and spin = 66.01 kcal per mole
E_HOMO = -12.7 eV
Net charge = +1

Each line ends with the Löwdin charge.
CARTESIAN COORDINATES (ANGSTROEM)
C1 0.43 0.71 0.24  -0.1461
C2 0.19 -0.11 -0.82  -0.1350
N1 -0.06 -1.53 -0.62  0.1359
N2 -0.44 1.24 1.16  0.1469
H1 1.39 1.21 0.35  0.1248
H2 0.39 0.07 -1.82  0.0881
H3 -0.26 -1.69 0.36  0.1579
H4 0.76 -2.11 -0.97  0.1943
H5 -0.88 -1.90 -1.23  0.1987
H6 -1.46 1.16 1.06  0.1357
H7 -0.12 1.69 1.98  0.0989

---

Largest force on an atom readings, ordered: 3.3, 2.7, 19.8, 5.3, 3.1 eV/A